1.
The following is a DFT calculation (ωB97M-V/def2-TZVPD) of C33H38As2N7Rh as an isolated structure.

Each line ends with the Mulliken charge.
Cartesian coordinates (Å):
H  -1.850  2.192  -2.781  0.393
C  1.297  -5.942  -1.347  -0.770
C  -1.614  -4.649  -0.584  -1.196
H  -1.212  4.427  -1.106  0.394
C  2.918  -7.286  -0.110  -0.526
H  -1.864  -5.111  -1.538  0.469
C  2.148  -7.296  1.028  -0.720
C  -0.741  -2.378  0.034  0.649
H  -5.109  2.293  -0.002  0.390
C  3.810  2.706  -1.591  -0.811
H  4.500  0.952  1.234  0.489
C  -4.852  4.039  -1.216  -0.741
C  -3.006  0.746  -0.813  -1.823
C  -3.031  3.981  -2.784  -0.798
H  -4.395  5.625  -2.587  0.440
As  2.354  0.722  -0.030  1.253
H  -2.505  0.810  4.626  0.571
H  -2.515  -4.559  0.020  0.298
H  3.413  -0.174  2.078  0.445
C  2.665  2.432  -0.851  0.354
C  -2.681  2.720  -2.323  -0.226
N  -0.045  -6.447  1.945  -0.555
N  -2.099  0.796  0.350  1.213
As  0.186  3.045  0.471  1.877
C  -1.636  0.769  3.989  -0.863
C  0.521  -5.963  -0.183  1.302
N  -0.991  -5.755  1.458  -0.530
H  -5.710  4.546  -0.795  0.432
C  3.225  -0.588  -1.136  -1.324
C  0.929  -6.614  0.973  0.262
H  2.455  -7.814  1.926  0.451
H  3.250  5.979  -2.255  0.430
H  -0.973  5.204  0.496  0.695
N  -0.291  -1.297  -0.592  0.875
H  3.131  -6.649  -2.155  0.411
C  0.475  0.558  3.226  -1.153
C  1.728  3.439  -0.621  -0.101
C  -3.411  2.108  -1.308  0.654
H  1.538  0.433  3.134  0.447
C  -1.629  0.848  2.600  -0.287
C  2.495  -6.618  -1.280  -0.635
C  4.014  3.982  -2.097  -0.733
C  3.472  0.776  1.548  -1.409
H  -0.146  -3.347  1.838  0.266
H  2.954  -0.445  -2.180  0.410
H  -0.217  3.678  2.866  0.438
H  -2.168  3.891  0.285  0.329
H  3.156  1.586  2.198  0.430
C  3.084  4.985  -1.861  -0.732
N  -0.323  0.735  2.156  1.741
C  1.937  4.718  -1.126  -1.037
C  -4.114  4.645  -2.224  -0.442
H  4.300  -0.477  -1.009  0.510
C  -4.507  2.772  -0.766  -0.148
C  -0.847  -2.801  -2.136  -0.539
H  0.977  -5.449  -2.256  0.412
C  -0.835  -2.571  1.504  -0.926
Rh  -0.085  0.681  0.257  -0.739
H  -3.648  0.898  1.737  0.475
H  -1.836  -2.888  1.800  0.383
H  -3.875  0.148  -0.532  0.541
H  3.865  -7.807  -0.121  0.398
H  1.087  4.660  2.145  0.473
C  -0.307  0.582  4.379  -1.023
H  4.544  1.934  -1.785  0.429
C  -2.578  0.867  1.552  -0.388
H  -1.038  -3.368  -3.031  0.553
H  4.900  4.193  -2.680  0.431
H  2.920  -1.582  -0.817  0.411
C  -1.200  4.278  -0.030  -1.492
H  1.218  5.511  -0.957  0.442
H  -0.025  -0.847  -2.696  0.640
H  -0.598  -1.644  2.018  -0.306
H  1.404  2.996  2.685  0.381
C  -0.359  -1.553  -1.953  -1.336
H  -2.475  4.438  -3.593  0.463
N  -0.692  -5.432  0.161  0.807
H  0.065  0.467  5.384  0.536
C  0.673  3.656  2.236  -1.345
H  -2.494  0.214  -1.613  0.376
N  -1.080  -3.311  -0.881  0.185

Atoms 1-3, force components in eV/Å:
H 0.0 0.0 0.0
C 0.0 0.0 0.0
C 0.1 0.1 0.0

## Properties
electronic energy = -169940.3202 eV
ΔE to the lowest compared entry with this formula, charge and spin = 65.7 kJ/mol
charge = +2
HOMO-LUMO gap = 6.21 eV

***

2.
The following is a DFT calculation (ωB97M-V/def2-TZVPD) of C2H2ClIO as an isolated structure.

Each line ends with the natural charge from an NBO analysis.
Cartesian coordinates (Å):
Cl  -0.936  -2.587  0.417  -0.016
O  0.548  -1.072  -1.872  -0.461
H  0.074  0.661  -0.876  0.108
C  -0.693  -0.813  0.192  -0.403
H  -0.134  -0.483  0.984  0.222
C  0.089  -0.401  -1.029  0.398
I  -2.565  0.236  -0.095  0.153

Atoms 1-3, force components in eV/Å:
Cl 0.2 0.9 -0.2
O 0.8 -0.7 -1.4
H 0.9 1.5 -1.0

## Properties
electronic energy = -24775.8821 eV
ΔE to the lowest compared entry with this formula, charge and spin = 40.0 kJ/mol
charge = 0
HOMO-LUMO gap = 9.71 eV

***

3.
The following is a DFT calculation (ωB97M-V/def2-TZVPD) of a 16-piece molecular cluster, C21H74N16O16 overall.

Each line ends with the Mulliken charge.
Cartesian coordinates (Å):
H  0.787  -1.480  0.931  -1.311
O  -5.945  -1.892  0.057  -0.845
H  -2.097  -0.438  -3.757  0.494
C  2.731  1.517  1.856  0.620
O  2.903  -0.144  -1.543  -0.559
H  -1.575  -3.030  -2.360  0.138
H  -3.587  1.894  1.353  0.233
C  -1.677  -0.164  4.115  -0.088
C  -0.327  -0.078  0.086  -0.509
H  -3.721  -2.679  -0.702  0.186
H  5.464  1.453  -1.001  0.105
H  -5.415  -0.285  1.901  0.247
H  -2.115  -4.333  -0.148  0.348
H  -2.446  2.549  0.077  -0.402
O  1.409  1.886  -3.165  -0.345
H  0.419  -3.291  2.008  -0.068
H  -0.943  -5.556  1.359  0.388
H  3.618  -1.928  -0.782  -0.461
C  -0.563  2.648  2.136  2.804
H  2.277  0.572  1.508  -0.343
C  -4.719  -1.543  0.536  0.207
H  1.365  4.505  -2.671  0.266
H  -1.307  1.941  1.740  -1.858
H  -3.349  1.058  -0.194  -0.050
H  -2.483  -2.077  4.639  0.395
H  -1.732  -4.066  3.508  0.274
H  6.146  2.706  -0.130  0.324
N  1.050  -2.475  2.244  0.023
H  -3.075  -2.752  -3.066  0.465
H  -2.353  -2.659  2.482  -0.397
C  -3.865  -4.194  2.719  -1.538
H  2.517  -0.607  -5.187  0.204
N  0.769  -0.766  0.155  3.132
H  2.697  -0.678  -2.321  0.114
N  5.374  2.392  -0.679  -0.192
H  -3.399  4.624  -2.291  0.196
H  -1.099  1.215  -1.338  -0.781
H  -0.005  2.262  3.017  0.898
H  1.941  1.781  2.540  0.524
H  3.312  -4.960  -1.665  0.419
H  2.341  4.989  0.763  0.389
H  0.691  -1.791  2.914  0.186
H  0.769  4.448  1.243  0.155
H  -2.090  4.102  1.599  0.217
C  -2.645  -3.455  3.246  0.821
O  -0.445  3.877  -0.808  -0.680
N  1.377  4.723  0.465  -0.098
N  3.315  2.562  -1.436  0.924
O  3.087  -1.516  2.764  -0.802
C  -1.058  -4.063  0.069  -0.489
H  3.868  -0.155  3.521  0.549
H  -0.373  -4.486  -0.684  0.345
O  4.087  4.295  -0.071  -0.815
H  3.375  -0.723  0.327  -0.115
O  -0.535  -4.679  1.204  -0.685
H  -4.833  2.888  -3.302  0.260
H  1.747  -3.208  -1.254  -0.653
H  4.742  -0.511  -0.673  0.255
C  -1.684  -1.028  -3.000  0.758
H  2.611  2.213  0.976  -0.464
C  -2.040  -2.576  -3.162  -1.546
C  2.210  1.142  -4.089  -0.179
N  -3.606  -1.949  0.018  0.739
H  -1.995  3.717  3.226  0.455
H  4.646  2.438  2.273  0.404
H  4.729  0.835  1.557  0.109
H  -1.908  3.916  -1.928  0.299
H  -0.088  -0.159  -2.303  -0.045
N  1.601  4.670  -1.674  -0.398
H  1.064  -4.307  -2.447  0.567
H  -3.834  1.433  -3.784  0.278
H  3.405  1.564  -1.659  0.338
H  -3.683  -0.489  2.095  0.314
C  4.196  1.431  2.287  -0.504
H  -4.216  -4.823  3.472  0.466
C  4.259  3.088  -0.702  0.301
H  -4.663  -3.522  2.589  0.315
O  -0.439  4.987  2.503  -0.583
C  0.837  4.371  -0.690  -0.063
O  -3.076  -2.805  4.438  -0.672
C  2.311  -2.472  2.100  0.100
C  -2.846  2.678  -2.890  -0.005
C  1.890  -3.599  -2.260  0.888
H  -2.679  -1.668  0.334  -0.813
H  -4.206  2.929  -1.182  0.357
H  3.809  2.319  -4.001  0.290
N  3.462  1.402  -4.324  -0.337
H  2.391  3.019  -1.507  -0.940
H  0.928  -0.224  -4.620  0.203
C  3.256  -4.216  -2.407  -1.704
C  -3.365  2.020  0.286  0.758
H  0.553  1.316  -1.306  -1.436
H  4.083  0.794  -4.923  0.192
H  4.009  -3.510  -2.156  0.349
H  -2.197  0.402  2.379  -1.241
H  1.610  -0.628  -0.364  -0.690
H  -2.182  -0.645  -2.128  -0.520
O  -0.505  -0.622  3.590  -0.700
N  -0.251  0.830  -0.912  3.183
H  -1.623  -3.025  -4.088  0.341
N  -2.544  0.366  3.315  0.125
N  -3.977  2.315  -3.289  -0.195
H  2.469  5.190  -1.590  0.286
H  -3.468  0.772  3.536  0.349
H  3.296  -4.673  -3.414  0.380
C  -1.341  3.891  2.387  -0.829
H  -2.872  0.111  5.831  0.165
N  1.921  0.053  -4.659  -0.156
N  -4.561  -0.735  1.562  0.109
H  -0.958  -2.940  0.026  -0.221
H  3.819  -3.410  1.011  0.294
O  1.844  -2.582  -3.239  -0.569
N  2.786  -3.331  1.196  -0.085
H  1.019  -2.114  -3.199  0.210
O  4.204  0.773  3.576  -0.711
O  -1.702  1.877  -3.082  -0.482
C  3.723  -0.888  -0.694  -0.336
N  -2.810  3.798  -2.330  -0.172
O  -1.510  -0.364  0.761  1.406
H  2.118  -3.985  0.845  0.169
O  -4.387  2.741  -0.263  -0.764
N  -2.054  -0.320  5.343  -0.454
H  -0.968  5.770  2.642  0.324
H  -3.659  -4.820  1.817  0.234
O  -0.305  -0.886  -2.918  0.192
H  -1.376  -0.791  6.000  0.352
H  0.174  2.666  1.377  -1.812

Atoms 1-3, force components in eV/Å:
H 0.0 1.3 -1.2
O 5.3 1.5 2.1
H -0.4 0.8 -1.7

## Properties
electronic energy = -79576.1453 eV
ΔE to the lowest compared entry with this formula, charge and spin = 0.0 kJ/mol
charge = 0
HOMO-LUMO gap = 8.59 eV

***

4.
The following is a DFT calculation (ωB97M-V/def2-TZVPD) of one molecule with the formula C5H14N2S.

Each line ends with the natural charge from an NBO analysis.
Cartesian coordinates (Å):
H  -1.731  1.019  0.604  0.197
H  0.905  0.212  0.913  0.220
H  -3.400  -0.756  2.343  0.350
H  2.518  2.311  -0.110  0.122
H  -2.610  -2.220  2.627  0.357
C  1.201  0.153  -0.154  -0.586
C  -0.017  0.434  -1.088  -0.053
C  0.159  0.189  -2.571  -0.636
H  0.428  1.131  -3.066  0.216
N  -2.463  -1.234  2.667  -0.836
H  1.468  -0.935  -0.141  0.229
C  -1.861  -0.073  0.502  -0.231
H  -0.782  -1.443  -0.801  0.364
H  1.050  -0.444  -2.739  0.205
H  -0.313  1.511  -0.933  0.193
N  -1.066  -0.486  -0.711  -0.640
H  -0.732  -1.646  1.566  0.187
H  -2.877  -0.231  0.241  0.194
H  -0.496  -0.388  -3.229  0.236
H  -0.692  -0.183  2.345  0.179
S  2.732  0.965  -0.288  -0.023
C  -1.381  -0.815  1.750  -0.244

Atoms 1-3, force components in eV/Å:
H 0.0 -0.5 0.0
H -0.4 0.5 -0.6
H 2.4 -1.4 1.0

## Properties
electronic energy = -19225.7537 eV
ΔE to the lowest compared entry with this formula, charge and spin = 148.9 kJ/mol
charge = 0
SMILES string = C[C@H](CS)NCCN
HOMO-LUMO gap = 9.21 eV

***

5.
The following is a DFT calculation (ωB97M-V/def2-TZVPD) of one molecule with the formula C2H8N4.

Each line ends with the natural charge from an NBO analysis.
Cartesian coordinates (Å):
H  -2.295  0.861  -0.297  0.205
H  1.113  -1.510  0.885  0.378
H  -0.295  -1.960  -0.738  0.378
H  2.493  -0.946  0.347  0.375
C  -1.278  0.938  0.178  -0.434
N  -0.332  -0.017  -0.406  -0.307
H  1.218  2.103  -0.514  0.362
N  1.629  1.245  -0.184  -0.765
C  1.012  0.177  -0.091  0.565
H  -1.789  -1.359  -0.319  0.361
N  -0.823  -1.285  -0.126  -0.697
H  -0.971  1.954  -0.087  0.211
H  -1.278  0.904  1.315  0.191
N  1.597  -1.104  0.037  -0.822

Atoms 1-3, force components in eV/Å:
H 0.9 -0.4 0.7
H 0.5 0.0 -1.4
H -1.0 0.9 0.8

## Properties
electronic energy = -8162.5192 eV
ΔE to the lowest compared entry with this formula, charge and spin = 167.1 kJ/mol
charge = 0
SMILES string = [H]/N=C(/N)N(C)N
HOMO-LUMO gap = 8.98 eV

***

6.
The following is a DFT calculation (ωB97M-V/def2-TZVPD) of one molecule with the formula C2BrN3O.

Each line ends with the natural charge from an NBO analysis.
Cartesian coordinates (Å):
N  0.884  -0.971  0.028  -0.321
C  1.775  -0.370  -0.513  0.153
N  -1.133  -0.248  0.271  -0.392
Br  3.400  0.216  0.062  0.147
C  -0.990  0.937  0.105  0.831
O  -1.105  2.082  -0.003  -0.444
N  -0.295  -1.302  0.169  0.027

Atoms 1-3, force components in eV/Å:
N 5.6 0.4 0.9
C -1.8 1.1 -1.4
N -0.5 -1.7 -0.4

## Properties
spin multiplicity = 3
electronic energy = -78627.5659 eV
charge = 0
HOMO-LUMO gap (spin up / spin down) = 7.33 / 8.30 eV